Below is a 4-piece molecular cluster, C16H23N3O2S overall at a distorted geometry, with properties calculated with ωB97M-V/def2-TZVPD.

The value obtained for the LUMO energy is 0.4 eV. Its HOMO energy is -8.1 eV. The relative energy (zero: lowest compared OMol25 entry of this formula, charge and spin) is 4.889 eV. As for the gap between HOMO and LUMO: 8.576 eV. As for the SMILES: O=S1(=O)CCCC1.c1cc[nH]c1.c1cc[nH]c1.c1cc[nH]c1.

Geometry as ORCA input:
```
! wB97M-V def2-TZVPD RIJCOSX def2/J DEFGRID3
* xyz 0 1
S 24.9937 -16.9265 -20.4246
O 26.0434 -17.1727 -21.4875
O 24.8115 -17.9797 -19.3764
N 18.9078 -17.5152 -22.3596
N 14.9952 -14.2146 -25.9356
N 20.3351 -17.3406 -18.4975
C 16.2207 -14.4550 -27.7431
C 23.0753 -15.2610 -20.9761
C 21.4899 -18.0838 -18.5951
C 15.1934 -13.6749 -27.1829
C 21.2372 -19.1850 -19.3613
C 23.6060 -14.8570 -19.6546
C 20.1190 -17.0039 -22.2065
C 19.3415 -18.0015 -19.0419
C 15.9156 -15.2258 -25.6846
C 18.4909 -17.1446 -23.6408
C 19.8161 -19.2580 -19.4759
C 20.5925 -16.4890 -23.3920
C 25.0700 -15.2770 -19.5649
C 16.6206 -15.4533 -26.8650
C 23.4395 -16.6791 -21.3160
C 19.4769 -16.4021 -24.2441
H 21.9875 -15.2193 -20.9218
H 16.8065 -14.2289 -28.6218
H 23.6594 -17.0709 -22.3091
H 20.6389 -17.1559 -21.2722
H 17.5350 -17.4538 -24.0370
H 14.5131 -13.7070 -25.2075
H 20.1470 -16.5229 -17.9353
H 16.1041 -15.5512 -24.6721
H 22.7092 -17.4200 -20.9905
H 18.3337 -17.6141 -19.0696
H 23.3564 -13.8150 -19.4543
H 19.5419 -15.8869 -25.1911
H 19.3126 -20.0518 -20.0075
H 14.7601 -12.7451 -27.5206
H 18.3733 -18.1586 -21.7935
H 22.0156 -19.7361 -19.8680
H 21.5874 -16.0954 -23.5393
H 22.4609 -17.8046 -18.2135
H 25.6720 -14.7428 -20.3000
H 23.0518 -15.3714 -18.8695
H 25.4143 -15.4272 -18.5417
H 17.3864 -16.1942 -27.0417
H 23.3286 -14.5929 -21.7992
*
```

Below is a 2-piece molecular cluster, C7H10N2O overall at a distorted geometry, with properties calculated with ωB97M-V/def2-TZVPD.

The value obtained for the LUMO energy is 0.8 eV. Its HOMO energy is -9.1 eV. The relative energy (zero: lowest compared OMol25 entry of this formula, charge and spin) is 4.577 eV. As for the gap between HOMO and LUMO: 9.970 eV. As for the SMILES: Cc1cc(C)on1.C=C=N.

Geometry as ORCA input:
```
! wB97M-V def2-TZVPD RIJCOSX def2/J DEFGRID3
* xyz 0 1
O 2.5296 0.0435 -0.7266
N -3.1434 0.8284 -0.2681
N 2.2785 1.4022 -0.6670
C 1.8014 -2.1194 0.1769
C 1.8383 -0.5698 0.2015
C -2.5001 -0.1652 -0.4354
C 1.3421 1.6264 0.1606
C 0.5588 2.8977 0.3013
C 1.0493 0.3519 0.8814
C -1.6538 -1.0846 -0.7266
H -0.5498 -0.8165 -0.4660
H 1.9889 -2.5301 -0.8735
H 0.8786 3.5490 -0.5104
H 2.5477 -2.6901 0.8202
H -1.8693 -2.0317 -1.1849
H 0.6937 -2.3864 0.4603
H -0.4692 2.8211 -0.0696
H 0.6182 3.3277 1.2954
H -3.6914 0.9523 0.5365
H 0.2029 0.2678 1.3860
*
```

Below is a 11-piece molecular cluster, C55H95F21N7O14 overall at a distorted geometry, with properties calculated with ωB97M-V/def2-TZVPD.

The value obtained for the LUMO energy is 4.3 eV. Its HOMO energy is -1.6 eV. As for the gap between HOMO and LUMO: 5.869 eV.

Geometry as ORCA input:
```
! wB97M-V def2-TZVPD RIJCOSX def2/J DEFGRID3
* xyz -3 1
F -0.8762 4.7095 -5.6468
F 4.3488 5.0565 0.2041
F 2.5379 -6.2902 -0.6398
F -6.7376 2.4621 -12.4195
F 5.8442 5.2368 1.7079
F -4.3667 -3.8115 -4.9049
F -7.6884 4.0993 -11.3640
F -6.3875 2.7645 -10.2583
F -1.7323 2.4283 4.9865
F -0.2395 5.0705 -3.5717
F 7.9487 -2.4949 6.3069
F -6.4913 -3.6521 -5.2961
F 4.4686 -5.2478 -0.7573
F -2.7268 0.6663 5.1074
F -3.4198 2.0572 3.6522
F 2.5890 -4.3412 -1.5687
F -5.7495 -5.0151 -3.7600
F -0.1900 3.0740 -4.4881
F 6.2877 -0.9825 6.4414
F 6.0428 -2.8004 5.2506
F 5.8568 3.5453 0.3810
O -2.7903 2.9177 -4.6327
O 6.1004 -4.4787 7.3696
O -7.2439 -3.1270 -2.8155
O 3.2952 4.5652 2.7642
O 4.7896 -2.4665 7.8780
O 3.2666 -3.0003 0.6828
O -1.9066 0.5440 2.1235
O 3.6182 2.5976 1.5304
O 3.5978 -5.0782 1.7247
O -9.4290 1.9424 -11.7964
O -9.0365 2.2045 -9.6168
O -2.3419 3.7866 -2.5080
O -0.5301 -0.0568 3.8346
O -5.0073 -2.5563 -2.3554
N -2.7261 -2.6323 1.8930
N -3.2050 -3.5666 0.0148
N 0.7627 5.8893 0.3963
N 5.5975 -0.8799 0.1060
N -0.2738 4.1221 -0.1216
N -2.1376 0.4857 -1.4458
N -0.2649 -0.5373 -1.0775
C -9.1593 -2.8239 -1.5120
C 5.9844 -2.0893 -0.7418
C -4.4454 1.7749 -5.7656
C 2.8685 -4.3015 0.8286
C 7.1730 -2.7825 -0.2236
C -0.3842 6.2664 -0.2365
C -8.4956 1.8634 -10.9469
C -9.5894 1.5022 -7.4743
C -8.4647 1.6940 -8.4635
C -7.8643 -2.1972 -1.9322
C -1.0091 5.1724 -0.6446
C 3.4489 -4.6820 3.0914
C -5.8799 -2.6877 -3.2718
C -2.1892 -2.5424 3.2521
C 6.6240 -2.3487 6.3830
C 1.7084 6.8039 1.0275
C -1.3500 -0.0498 -0.4954
C -3.3991 1.0923 -1.3120
C -2.3138 1.5325 4.1969
C -0.6055 2.7130 -0.3143
C -1.2895 1.0028 3.1726
C -2.9577 -4.4304 -1.1411
C -4.2168 3.0658 -4.9765
C 3.0903 -5.0775 -0.5454
C -7.3567 2.7852 -11.2358
C 3.2140 1.4145 -1.7915
C 0.7061 0.3891 4.2535
C -2.4454 -3.6444 1.0509
C 4.1084 0.1369 -1.7924
C 0.8737 4.5742 0.4165
C -4.0596 -2.4811 0.1483
C 3.6479 -1.8579 10.0030
C 4.0280 -5.7258 3.9542
C -1.5246 0.3406 -2.6887
C 4.0680 -2.9519 8.9774
C 0.9512 -0.9266 1.0323
C -0.3762 -0.3243 -2.4348
C 5.4085 -1.2755 1.5816
C -0.8997 4.2291 -4.3900
C 4.2021 -0.3869 -0.2861
C 2.4855 5.4996 4.9669
C 1.2177 -0.6526 5.2304
C 6.1352 -3.1965 7.6813
C 0.6771 -1.4086 -0.3875
C 2.3951 7.5970 -0.0705
C 5.0786 4.3661 1.1587
C -3.7698 -1.9226 1.3890
C -2.2982 3.9937 -3.7933
C 6.6118 -2.0918 2.1360
C 3.0808 4.2569 4.1441
C 6.6103 0.2197 -0.0290
C 6.9503 -3.2970 1.1737
C -5.5997 -3.7918 -4.3237
C 4.2106 3.5442 2.1023
C -4.0277 -5.5707 -1.1438
H -4.4115 3.9276 -5.6397
H -3.2895 2.0651 -1.7895
H -1.9494 -4.8600 -1.0260
H 7.4885 -1.4594 2.2542
H 0.3008 -2.3923 -0.3927
H 1.5742 5.6570 4.4650
H -0.5844 1.8284 3.0330
H -3.9052 2.0266 -6.7174
H 3.9286 3.7608 4.5489
H -3.9249 -6.2033 -0.2326
H 7.3015 -3.6103 -0.9204
H 0.4376 -0.6413 -3.0821
H 5.2354 -0.3748 2.1649
H -7.2256 -1.9618 -1.0937
H 6.8348 -2.9502 8.4573
H 1.5602 -1.3525 -0.9728
H -1.5695 -4.3149 1.0581
H 4.5547 -3.7046 9.6071
H 6.1698 -4.0743 1.1663
H -9.3177 0.8858 -6.6235
H 1.5599 -1.6868 1.5014
H 7.5915 -0.1134 -0.1467
H -1.4281 2.4620 0.4259
H 1.7613 8.4480 -0.3732
H 3.1968 -3.4389 8.6403
H 1.5625 -0.0024 0.9589
H -4.7368 -2.3568 -0.6573
H 2.4781 6.8737 -0.8674
H -5.0460 -5.2040 -1.2983
H -0.6472 7.3143 -0.2724
H 1.7520 -4.4715 1.0447
H 1.6794 4.0644 0.8316
H 2.7614 -2.0981 10.7075
H 3.4994 -1.1798 -0.0181
H -4.8665 3.1602 -4.1148
H 3.3990 -1.0084 9.3273
H 0.2817 2.0954 -0.2601
H 4.1541 -5.4698 5.0026
H 8.0197 -2.0392 -0.2682
H 1.3302 0.7551 3.4606
H -8.0249 -1.2341 -2.5318
H -9.7643 -2.0830 -1.0184
H 2.3296 5.2140 6.0176
H -1.9541 0.8980 -3.5298
H 0.4318 -0.9042 5.9777
H 3.8428 -3.6934 3.2236
H 2.3653 -4.5586 3.3003
H -9.9648 2.5629 -7.2672
H 6.4385 0.8108 0.8441
H -3.9460 0.9879 -5.2102
H -10.3927 0.9764 -8.0080
H 1.3869 -1.6646 4.7934
H 3.6581 -0.6554 -2.4769
H 5.0461 -5.9689 3.5268
H 2.0961 -0.4182 5.8545
H -1.5717 -0.0213 0.6359
H -2.9518 -3.0141 3.9087
H -7.9860 0.6827 -8.6987
H 1.1287 7.4457 1.7346
H 6.3288 0.8009 -0.8544
H -4.2240 -1.0932 1.9396
H 2.9796 6.4711 4.9109
H 3.2870 8.0479 0.2773
H -1.2510 -3.1471 3.3629
H 3.0931 1.7696 -2.7891
H 5.0436 0.3946 -2.2931
H 5.1024 -2.7536 -0.6870
H -5.9905 -1.8805 -3.9994
H 2.3504 3.4305 4.2742
H -9.7267 -3.1314 -2.3889
H -0.9643 2.6485 -1.3328
H -3.5100 1.2536 -0.2484
H 4.5383 -1.5516 10.5927
H 0.0810 -0.6526 1.5984
H -7.6084 2.3561 -8.0907
H 4.0394 0.4394 0.4044
H -8.9347 -3.5774 -0.7784
H -4.2358 0.4736 -1.7071
H -3.0567 -3.9263 -2.1110
H -5.5099 1.6598 -5.9769
H 2.3470 6.1949 1.7183
H 6.4508 -2.4629 3.1770
H 3.7600 2.1882 -1.1674
H 2.1542 1.3629 -1.4900
H -1.8634 -1.5775 3.4746
H -3.7823 -6.1365 -2.0314
H 6.0895 -1.6966 -1.7678
H -8.1252 0.8146 -10.8029
H 0.5535 1.3893 4.7644
H 4.5342 -1.9698 1.6378
H -2.8709 4.9072 -4.0095
H -1.9584 5.0049 -1.1633
H 4.8255 3.1752 2.9214
H 3.4689 -6.6583 3.9120
H 7.8654 -3.8073 1.4602
*
```

Below is one molecule with the formula C5H13NOS at a distorted geometry, with properties calculated with ωB97M-V/def2-TZVPD.

The value obtained for the LUMO energy is 0.8 eV. Its HOMO energy is -9.0 eV. The relative energy (zero: lowest compared OMol25 entry of this formula, charge and spin) is 1.262 eV. As for the gap between HOMO and LUMO: 9.758 eV. As for the SMILES: C[C@@H](CCS)NCO.

Geometry as ORCA input:
```
! wB97M-V def2-TZVPD RIJCOSX def2/J DEFGRID3
* xyz 0 1
S -1.4136 -2.4282 1.6233
O -0.0166 3.0691 -1.5848
N 0.9359 1.4188 -0.1133
C 1.8081 -0.5349 -1.2639
C 0.5506 0.2498 -0.8928
C -0.5278 -0.5572 -0.1516
C 0.1380 2.5937 -0.2541
C -0.0248 -1.4059 1.0549
H 2.6648 0.0817 -1.5450
H 1.9239 1.5678 -0.0141
H 0.6149 2.6728 -2.1578
H 0.2821 -0.7726 1.8802
H 2.1557 -1.2487 -0.5110
H 0.8710 -1.9118 0.7316
H 0.6389 3.3864 0.2403
H -0.8325 2.4554 0.1824
H -1.0434 -1.2435 -0.8064
H 0.1300 0.5137 -1.8710
H -1.2821 -2.1419 2.9172
H -1.1067 0.2391 0.3088
H 1.7120 -1.1917 -2.1312
*
```